This record from OMol25 describes a cluster of 9 separate species, C35H66O31S3 in total. The level of theory is the ωB97M-V functional and the def2-TZVPD basis.

Values from the calculation:
**Lowest unoccupied orbital energy**: -0.0107 Ha
**2S+1**: 1
**E_HOMO**: -9.13 eV

Each line ends with the Löwdin charge.
Geometry (Å):
C (-3.98, -0.95, -4.07)  -0.052
C (-2.41, -0.79, -4.61)  -0.246
C (-1.63, -2.21, -4.26)  -0.123
O (-0.62, -2.59, -5.26)  -0.078
C (0.73, -2.70, -4.68)  -0.302
O (1.75, -2.11, -5.38)  -0.038
C (1.16, -3.51, -3.33)  -0.318
S (1.40, -2.17, -1.99)  0.825
C (2.32, -2.86, -0.51)  -0.591
C (2.38, -1.67, 0.62)  -0.180
C (1.28, -1.82, 1.83)  -0.157
C (-0.26, -2.12, 1.35)  -0.210
O (-0.47, -3.60, 1.43)  -0.395
S (0.09, -4.22, -0.07)  1.003
O (-0.25, -5.73, -0.22)  -0.426
O (1.80, -4.15, -0.02)  -0.350
O (-1.80, 0.22, -3.69)  -0.112
C (-1.08, 1.25, -4.45)  -0.274
O (-1.55, 2.50, -4.59)  -0.019
C (0.37, 0.78, -5.12)  -0.453
S (1.54, 2.21, -5.45)  0.660
H (-4.73, -1.18, -4.94)  0.091
H (-4.02, -1.75, -3.20)  0.091
H (-4.25, 0.09, -3.53)  0.106
H (-2.35, -0.48, -5.74)  0.170
H (-1.23, -2.10, -3.17)  0.129
H (-2.48, -3.04, -4.32)  0.148
H (2.20, -4.03, -3.47)  0.119
H (0.31, -4.27, -3.00)  0.103
H (3.44, -3.05, -0.87)  0.145
H (2.23, -0.60, 0.13)  0.124
H (3.49, -1.68, 1.05)  0.135
H (1.60, -2.61, 2.64)  0.129
H (1.26, -0.77, 2.39)  0.130
H (-1.04, -1.56, 2.02)  0.148
H (-0.37, -1.71, 0.26)  0.108
H (0.89, 0.10, -4.30)  0.083
H (0.14, 0.18, -6.12)  0.110
H (2.83, 1.61, -5.49)  -0.107
C (-1.39, -6.98, 1.95)  -0.057
O (-1.55, -7.85, 3.06)  -0.031
C (-0.83, -9.00, 2.99)  -0.551
O (-0.08, -9.31, 2.07)  0.118
O (-1.07, -9.73, 4.10)  -0.020
C (-0.37, -10.97, 4.16)  -0.051
H (-2.01, -6.10, 2.12)  0.084
H (-0.35, -6.65, 1.87)  0.084
H (-1.72, -7.47, 1.03)  0.101
H (0.71, -10.80, 4.16)  0.099
H (-0.66, -11.62, 3.32)  0.099
H (-0.65, -11.47, 5.09)  0.093
C (6.70, 3.56, -6.23)  -0.051
O (7.38, 2.50, -6.89)  -0.009
C (6.63, 1.40, -7.11)  -0.558
O (5.46, 1.26, -6.79)  0.095
O (7.40, 0.48, -7.74)  -0.009
C (6.73, -0.75, -8.03)  -0.051
H (7.40, 4.40, -6.11)  0.095
H (5.85, 3.91, -6.83)  0.099
H (6.36, 3.25, -5.24)  0.098
H (5.89, -0.57, -8.71)  0.099
H (6.39, -1.24, -7.11)  0.099
H (7.44, -1.41, -8.53)  0.094
C (-3.68, -3.77, 1.23)  -0.044
O (-3.96, -2.41, 0.88)  -0.016
C (-5.27, -2.06, 0.97)  -0.561
O (-6.18, -2.80, 1.32)  0.113
O (-5.38, -0.76, 0.62)  -0.018
C (-6.71, -0.25, 0.67)  -0.052
H (-2.61, -3.94, 1.11)  0.054
H (-3.95, -3.96, 2.27)  0.103
H (-4.21, -4.45, 0.55)  0.107
H (-7.11, -0.31, 1.69)  0.099
H (-7.36, -0.80, -0.02)  0.099
H (-6.69, 0.80, 0.37)  0.094
C (-2.85, -7.43, 5.97)  -0.047
O (-3.80, -6.51, 6.52)  -0.007
C (-3.57, -5.22, 6.18)  -0.559
O (-2.67, -4.80, 5.48)  0.101
O (-4.54, -4.46, 6.77)  -0.009
C (-4.43, -3.06, 6.50)  -0.052
H (-3.12, -8.43, 6.30)  0.098
H (-2.88, -7.41, 4.87)  0.080
H (-1.84, -7.21, 6.33)  0.104
H (-4.53, -2.87, 5.43)  0.092
H (-3.48, -2.67, 6.89)  0.097
H (-5.25, -2.56, 7.02)  0.095
C (0.77, 2.19, 6.40)  -0.053
O (0.29, 1.89, 5.09)  -0.021
C (-0.97, 2.32, 4.84)  -0.560
O (-1.69, 2.92, 5.62)  0.111
O (-1.29, 1.96, 3.57)  -0.017
C (-2.60, 2.35, 3.17)  -0.049
H (1.79, 1.80, 6.49)  0.089
H (0.80, 3.28, 6.55)  0.101
H (0.15, 1.71, 7.16)  0.101
H (-2.71, 3.44, 3.19)  0.100
H (-3.36, 1.87, 3.80)  0.098
H (-2.76, 2.01, 2.14)  0.094
C (6.67, -1.55, 5.62)  -0.052
O (5.50, -1.73, 6.41)  -0.008
C (4.33, -1.57, 5.74)  -0.557
O (4.22, -1.30, 4.55)  0.099
O (3.31, -1.76, 6.61)  -0.006
C (2.01, -1.63, 6.03)  -0.042
H (7.54, -1.71, 6.26)  0.095
H (6.70, -2.29, 4.81)  0.098
H (6.71, -0.54, 5.22)  0.098
H (1.86, -2.37, 5.24)  0.090
H (1.87, -0.61, 5.64)  0.083
H (1.27, -1.80, 6.81)  0.099
C (-0.61, 5.28, -4.43)  -0.063
O (-0.82, 6.56, -3.84)  -0.011
C (-0.23, 6.73, -2.63)  -0.554
O (0.44, 5.90, -2.04)  0.113
O (-0.51, 7.98, -2.19)  -0.048
C (0.05, 8.30, -0.92)  -0.042
H (-1.12, 5.26, -5.39)  0.099
H (0.46, 5.11, -4.61)  0.081
H (-1.02, 4.49, -3.79)  0.075
H (1.15, 8.25, -0.96)  0.102
H (-0.34, 7.63, -0.15)  0.098
H (-0.24, 9.32, -0.67)  0.094
C (-0.62, 10.53, -4.04)  -0.040
O (-0.26, 11.38, -2.96)  -0.012
C (0.01, 12.66, -3.32)  -0.560
O (-0.03, 13.11, -4.45)  0.108
O (0.33, 13.35, -2.19)  -0.014
C (0.64, 14.73, -2.42)  -0.055
H (-0.81, 9.53, -3.64)  0.072
H (-1.53, 10.88, -4.53)  0.102
H (0.21, 10.46, -4.76)  0.104
H (-0.22, 15.25, -2.85)  0.098
H (1.51, 14.82, -3.08)  0.098
H (0.88, 15.18, -1.46)  0.093

=====

This record from OMol25 describes a cluster of 2 separate species, C4H7FO in total. The level of theory is the ωB97M-V functional and the def2-TZVPD basis.

Values from the calculation:
**Lowest unoccupied orbital energy (alpha / beta)**: 0.0111 / 0.0102 Ha
**2S+1**: 1
**Energy above the lowest of the compared OMol25 structures with the same formula, charge and spin**: 103.0 kcal/mol
**E_HOMO (alpha / beta)**: -8.37 / -7.29 eV

Each line ends with the natural charge from an NBO analysis.
Geometry (Å):
C (0.07, 1.97, 0.91)  -0.360
C (-0.62, 0.98, 0.25)  -0.334
C (0.52, -1.22, -1.62)  -0.571
C (-0.50, -0.35, 0.62)  0.685
O (0.37, -0.83, 1.49)  -0.672
F (-1.65, -1.09, 0.49)  -0.353
H (0.27, 2.79, 0.31)  0.183
H (0.43, 1.97, 1.91)  0.198
H (-1.07, 1.26, -0.61)  0.218
H (1.41, -1.25, -1.06)  0.171
H (-0.16, -1.95, -1.70)  0.166
H (0.51, -0.52, -2.41)  0.169
H (0.42, -1.77, 1.42)  0.500

=====

This record from OMol25 describes a cluster of 2 separate species, C3H10NOS in total. The level of theory is the ωB97M-V functional and the def2-TZVPD basis.

Values from the calculation:
**Lowest unoccupied orbital energy**: 0.1220 Ha
**2S+1**: 1
**Energy above the lowest of the compared OMol25 structures with the same formula, charge and spin**: 52.4 kcal/mol
**Total charge**: -1
**E_HOMO**: -2.60 eV

Each line ends with the natural charge from an NBO analysis.
Geometry (Å):
C (1.65, -0.53, -1.94)  -0.755
S (3.06, -0.17, -0.79)  0.092
C (2.05, 0.35, 0.65)  -0.733
H (1.04, -1.37, -1.58)  0.226
H (1.03, 0.41, -1.75)  0.259
H (1.73, -0.71, -3.03)  0.215
H (2.65, 0.48, 1.57)  0.208
H (1.29, -0.46, 0.83)  0.247
H (1.54, 1.27, 0.34)  0.232
N (-3.20, 0.26, 1.07)  -0.928
C (-1.77, -0.25, 0.77)  0.133
O (-1.14, 0.23, -0.29)  -0.961
H (-3.72, 0.46, 0.22)  0.326
H (-3.10, 1.19, 1.46)  0.322
H (-1.81, -1.38, 0.79)  0.069
H (-1.28, 0.22, 1.68)  0.049

=====

This record from OMol25 describes a structure of composition C7H10O4Rb. The level of theory is the ωB97M-V functional and the def2-TZVPD basis.

Values from the calculation:
**Lowest unoccupied orbital energy (alpha / beta)**: -0.0601 / -0.0601 Ha
**2S+1**: 2
**E_HOMO (alpha / beta)**: -4.74 / -4.74 eV

Each line ends with the natural charge from an NBO analysis.
Geometry (Å):
O (1.76, 2.97, -1.87)  -0.483
C (2.02, 1.66, -1.92)  0.965
C (2.36, 3.57, -0.71)  -0.101
O (1.83, 0.99, -2.90)  -0.578
O (2.83, 1.30, -0.92)  -0.480
C (3.07, 2.39, -0.03)  -0.101
H (1.56, 3.99, -0.10)  0.195
H (3.05, 4.35, -1.04)  0.192
H (2.64, 2.14, 0.94)  0.195
H (4.15, 2.53, 0.06)  0.194
H (-1.19, -0.50, -0.13)  0.195
C (-3.30, -0.24, 0.14)  -0.289
C (-2.02, -0.88, 0.53)  -0.503
C (-2.05, -2.39, 0.55)  -0.460
C (-1.18, -3.15, 1.26)  0.229
O (-1.25, -4.43, 1.48)  -0.916
H (-4.09, -0.83, -0.32)  0.159
H (-3.56, 0.76, 0.51)  0.154
H (-1.72, -0.53, 1.54)  0.197
H (-2.85, -2.89, -0.02)  0.167
H (-0.41, -2.61, 1.84)  0.080
Rb (-1.66, -8.21, 1.11)  0.987

=====

This record from OMol25 describes a cluster of 3 separate species, C4H2Cl3NO3S2 in total. The level of theory is the ωB97M-V functional and the def2-TZVPD basis.

Values from the calculation:
**Lowest unoccupied orbital energy (alpha / beta)**: 0.0011 / -0.0658 Ha
**2S+1**: 3
**Energy above the lowest of the compared OMol25 structures with the same formula, charge and spin**: 1.4 kcal/mol
**E_HOMO (alpha / beta)**: -7.22 / -9.82 eV

Each line ends with the natural charge from an NBO analysis.
Geometry (Å):
C (2.17, -2.05, 1.34)  -0.416
C (1.29, -1.76, 2.38)  -0.198
C (-0.11, 1.14, -0.89)  0.445
C (0.49, -0.68, 2.03)  0.334
N (0.62, -0.28, 0.84)  -0.646
O (-0.02, 0.57, -1.91)  -0.543
O (-2.85, 1.31, -1.93)  -0.869
O (-3.79, 1.57, -4.18)  -0.876
S (1.80, -1.07, -0.02)  0.673
S (-2.92, 0.59, -3.14)  1.569
Cl (1.40, -2.56, 3.94)  0.031
Cl (0.19, 2.56, -0.15)  0.064
Cl (-4.61, -0.64, -2.99)  -0.315
H (3.18, -2.42, 1.31)  0.254
H (-4.33, 1.00, -4.70)  0.493

=====

This record from OMol25 describes an isolated molecule of CH2F3NO. The level of theory is the ωB97M-V functional and the def2-TZVPD basis.

Values from the calculation:
**Lowest unoccupied orbital energy**: 0.0327 Ha
**2S+1**: 1
**Energy above the lowest of the compared OMol25 structures with the same formula, charge and spin**: 2.2 kcal/mol
**SMILES**: NOC(F)(F)F
**E_HOMO**: -11.32 eV

Each line ends with the natural charge from an NBO analysis.
Geometry (Å):
C (0.94, 0.03, 0.01)  1.150
N (-1.41, 0.47, -0.01)  -0.469
O (-0.08, 0.93, -0.04)  -0.405
F (0.87, -0.73, -1.12)  -0.340
F (0.64, -0.88, 0.92)  -0.328
F (2.04, 0.69, 0.19)  -0.272
H (-1.61, -0.23, 0.77)  0.336
H (-1.39, -0.28, -0.72)  0.328

=====

| no. | strongest force on any atom (Eh/bohr) | molar mass (g/mol) |
| --- | --- | --- |
| 1 | 0.1745 | 1079.08 |
| 2 | 0.0943 | 90.10 |
| 3 | 0.0459 | 108.19 |
| 4 | 0.0599 | 243.62 |
| 5 | 0.0698 | 282.56 |
| 6 | 0.0702 | 101.03 |